{
  "formula": "C30H46BrKN8O10S",
  "method": "the ωB97M-V functional and the def2-TZVPD basis",
  "homo_energy_ev": -2.957,
  "lumo_ev": 3.55,
  "charge": -2,
  "molar_mass_g_mol": 829.81,
  "homo_lumo_gap_ev": 6.50,
  "elements": ["H", "C", "C", "H", "O", "N", "C", "H", "H", "O", "H", "H", "Br", "C", "K", "N", "H", "C", "H", "C", "C", "H", "H", "C", "C", "C", "C", "H", "H", "H", "C", "H", "C", "C", "C", "H", "C", "O", "H", "H", "O", "N", "H", "N", "H", "C", "C", "C", "C", "H", "H", "H", "H", "C", "H", "H", "O", "N", "H", "C", "S", "H", "H", "H", "C", "C", "N", "O", "H", "H", "H", "C", "O", "O", "H", "O", "N", "H", "C", "H", "C", "H", "C", "H", "H", "H", "H", "C", "H", "O", "H", "H", "C", "H", "H", "H", "N"],
  "xyz": [[1.17, -2.08, -5.72], [0.84, 0.08, -7.31], [3.75, -2.19, 0.35], [1.75, 0.08, 1.66], [-0.90, -4.43, 0.44], [-2.43, 1.09, 1.55], [-4.99, -4.16, -2.36], [-3.25, -3.42, 0.39], [-5.84, -0.20, -2.57], [0.46, 1.13, -7.86], [2.85, -2.46, -2.87], [-5.97, -1.44, -3.83], [-4.69, -0.39, 0.98], [-3.38, -0.37, -3.28], [-0.58, 0.17, -0.48], [-4.18, -1.46, -2.73], [-3.76, -0.13, -4.28], [-4.02, -3.99, -0.12], [4.79, 1.36, -0.83], [4.22, 0.22, 0.88], [-4.49, 2.18, 2.14], [-2.84, -2.07, 6.20], [5.29, 0.07, 1.05], [-3.83, -3.11, 3.87], [-0.12, 0.84, -3.64], [3.49, -1.05, 1.34], [4.27, -0.63, -1.50], [-2.35, -0.68, -3.34], [3.16, -3.07, 0.65], [-1.79, 4.05, 2.97], [-3.78, 3.27, 2.63], [2.36, -1.18, -0.89], [-2.40, 3.24, 2.58], [-1.64, -4.35, 3.87], [-5.61, -1.25, -2.82], [-1.35, -3.53, -2.34], [4.03, 0.60, -0.60], [-1.52, 1.68, -1.91], [-4.34, -3.97, 4.30], [-4.95, -3.68, -3.33], [-2.56, -1.92, -1.17], [-4.36, -3.33, -1.36], [-3.89, -3.17, 2.79], [0.08, -0.33, -3.04], [2.23, 1.51, -0.07], [-2.37, -3.08, 4.33], [0.12, 1.03, -5.00], [3.31, -1.70, -1.02], [0.58, -0.03, -5.78], [-0.06, 1.99, -5.46], [0.68, -2.28, -3.26], [-2.69, -3.83, 6.34], [-3.62, -5.00, -0.30], [-0.90, -4.50, -2.19], [-4.48, -5.12, -2.43], [-1.66, -5.28, -2.09], [1.40, -0.92, -7.82], [3.04, -2.82, -1.94], [-1.54, -4.37, 2.79], [0.80, -1.24, -5.14], [0.01, -4.42, -0.66], [-0.64, -4.40, 4.30], [-6.04, -4.36, -2.10], [-5.57, 2.13, 2.17], [-1.75, 2.13, 2.04], [-2.28, -2.94, 5.86], [2.68, 1.07, -0.86], [0.72, -3.05, -0.74], [-4.31, 4.12, 3.04], [4.81, -2.47, 0.35], [3.89, 1.06, 1.50], [-3.63, -2.19, -1.72], [1.00, -5.47, -0.69], [0.38, 1.46, 1.19], [-2.20, -5.23, 4.19], [-0.19, 3.12, -3.00], [2.05, -0.86, 1.40], [-1.25, -2.82, 6.17], [0.54, -1.34, -3.79], [4.06, -0.35, -2.53], [-0.20, 2.09, 2.10], [5.32, -0.96, -1.43], [-1.71, -1.91, 3.75], [-4.35, -2.20, 4.18], [1.62, -3.13, -1.22], [3.84, -3.44, -2.00], [-0.20, -4.76, -2.99], [-3.74, 1.14, 1.62], [1.59, -1.53, 2.00], [0.28, 2.71, 3.06], [-3.41, 0.52, -2.65], [-6.14, -1.88, -2.11], [-0.66, 2.00, -2.77], [-4.91, -4.07, 0.52], [2.62, 1.67, -1.67], [3.92, -1.32, 2.32], [-1.17, -0.96, 3.38]],
  "mulliken_charge": [0.505, 0.437, -1.283, -0.064, -0.507, 0.272, -1.188, 0.074, 0.376, -0.734, 0.242, 0.273, -0.169, -0.794, 0.410, 0.309, 0.347, -1.031, 0.308, -1.492, -0.594, 0.406, 0.476, -1.305, 0.663, 0.027, -1.403, -0.123, 0.402, 0.484, -0.366, 0.152, -0.800, -1.383, -1.264, -0.356, -0.018, -0.748, 0.445, 0.410, 0.364, 0.424, -0.009, 0.900, 0.019, 2.532, -0.676, 0.723, -0.002, 0.565, 0.574, 0.409, 0.377, -0.586, 0.345, 0.437, -0.749, -0.540, 0.147, -1.268, 1.278, 0.401, 0.283, 0.445, 0.667, -1.963, -0.224, 0.139, 0.371, 0.457, 0.485, -0.217, -0.748, -0.283, 0.389, -0.810, 0.011, 0.401, -0.518, 0.484, -0.156, 0.379, -0.347, 0.362, -0.101, 0.258, 0.508, 0.026, 0.176, -0.807, 0.412, 0.428, -0.174, 0.395, 0.271, 0.326, -0.387]
}

***

{
  "formula": "C5H7N3",
  "method": "the ωB97M-V functional and the def2-TZVPD basis",
  "homo_energy_ev": -9.622,
  "de_lowest_ev": 2.5040,
  "lumo_ev": 0.73,
  "molar_mass_g_mol": 109.13,
  "smiles": "C=CCc1nnc[nH]1",
  "homo_lumo_gap_ev": 10.36,
  "elements": ["C", "C", "N", "H", "C", "H", "H", "N", "H", "N", "C", "H", "C", "H", "H"],
  "xyz": [[0.99, -0.62, -0.83], [1.94, 0.04, -0.16], [-1.63, 0.82, 0.68], [-2.15, 1.21, -0.07], [-1.77, 1.35, 1.95], [-2.31, 2.28, 2.11], [-1.08, -1.09, -0.93], [-0.56, -0.48, 2.15], [2.93, 0.23, -0.45], [-1.11, 0.60, 2.79], [-0.83, -0.28, 0.87], [1.82, 0.55, 0.90], [-0.31, -1.09, -0.27], [-0.32, -2.08, 0.16], [1.36, -1.27, -1.70]],
  "mulliken_charge": [-0.170, -0.598, -0.116, 0.162, -0.048, 0.384, 0.394, -0.368, 0.308, -0.455, 0.389, 0.211, -0.618, 0.284, 0.240]
}